(1)
This record from OMol25 describes an isolated molecule of C26H33N3O5S in a non-equilibrium geometry. The level of theory is wB97M-V/def2-TZVPD.

Summary:
Max |F| in eV Å⁻¹: 1.05
Relative energy (zero: lowest compared OMol25 entry of this formula, charge and spin) in kJ/mol: 111.24
HOMO level in eV: -8.60
Orbital gap in eV: 9.2090
SMILES: CC(C)N(Cc1ccccc1)C(=O)CN1C(=O)COc2ccc(S(=O)(=O)N3CCCCCC3)cc21
Total charge: 0

Atoms and positions in Å:
S1 3.712 0.880 1.500
O1 -1.374 3.520 0.049
O2 4.723 1.894 1.395
O3 -3.649 1.808 2.176
O4 -0.183 -1.735 2.371
O5 3.519 0.215 2.754
N1 4.012 -0.248 0.341
N2 -1.443 1.410 1.879
N3 -2.028 -1.586 1.085
C1 2.077 -1.456 -1.768
C2 -3.526 1.823 -2.089
C3 2.149 2.662 0.103
C4 -1.229 1.155 -2.055
C5 4.323 -0.316 -2.139
C6 2.015 -1.587 -0.249
C7 -3.148 -0.835 0.570
C8 2.153 1.653 1.045
C9 3.380 -1.537 0.441
C10 -1.505 0.264 -1.031
C11 -2.238 1.936 -2.587
C12 4.882 0.067 -0.761
C13 -0.221 1.833 1.333
C14 -1.845 -3.096 -0.892
C15 -1.168 -1.115 2.013
C16 -2.793 0.135 -0.536
C17 -2.900 -3.870 1.263
C18 2.802 -0.199 -2.253
C19 -1.844 -2.964 0.627
C20 -2.403 3.475 1.009
C21 0.988 1.227 1.655
C22 -1.498 0.218 2.704
C23 0.953 3.277 -0.221
C24 -2.573 2.148 1.726
C25 -0.225 2.881 0.398
C26 -3.802 0.927 -1.074
H1 2.451 0.670 -1.692
H2 1.403 -0.783 0.162
H3 -3.331 3.715 0.486
H4 -0.219 1.240 -2.428
H5 1.062 0.424 2.370
H6 0.904 4.073 -0.946
H7 -0.861 -3.261 1.008
H8 -4.806 0.843 -0.682
H9 -3.897 -3.641 0.893
H10 -2.231 4.242 1.784
H11 3.244 -1.735 1.506
H12 -0.704 -0.324 -0.610
H13 -2.892 -3.751 2.344
H14 2.547 -0.045 -3.305
H15 -2.509 0.172 3.122
H16 -3.646 -0.281 1.373
H17 -1.066 -2.485 -1.338
H18 2.570 -2.336 -2.190
H19 5.852 -0.430 -0.620
H20 -2.022 2.635 -3.380
H21 5.054 1.141 -0.698
H22 -0.786 0.315 3.529
H23 4.051 -2.295 0.024
H24 3.080 2.976 -0.340
H25 4.610 -1.342 -2.377
H26 -2.681 -4.908 1.029
H27 -4.318 2.436 -2.494
H28 1.536 -2.532 0.014
H29 1.054 -1.442 -2.157
H30 4.798 0.332 -2.877
H31 -3.884 -1.545 0.185
H32 -1.656 -4.134 -1.155
H33 -2.800 -2.806 -1.323

Cartesian forces, eV/Å:
-0.01 0.12 -0.22
0.32 -0.27 -0.08
-0.11 0.00 -0.27
-0.12 0.23 0.04
0.29 -0.08 0.27
-0.31 -0.18 -0.14
-0.06 0.70 0.78
0.03 -0.26 0.12
-0.08 -0.18 -0.20
-0.13 0.24 0.22
-0.08 0.04 -0.05
0.01 0.07 -0.02
0.00 -0.03 -0.12
-0.13 0.12 0.19
0.22 -0.20 -0.23
-0.14 0.21 0.04
0.53 -0.19 0.26
-0.66 -0.39 0.30
-0.08 -0.09 -0.04
0.06 0.02 -0.09
0.46 0.25 -0.41
0.27 0.36 -0.26
0.11 0.08 0.25
0.01 0.34 0.20
-0.02 -0.07 -0.11
0.25 0.15 -0.02
0.10 -0.23 -0.21
0.11 -0.44 -0.06
-0.38 0.24 0.25
-0.10 0.08 0.10
-0.01 -0.13 0.32
-0.19 -0.13 0.14
-0.20 0.24 -0.15
0.24 0.02 0.12
0.04 -0.04 0.03
-0.08 0.09 -0.06
-0.08 -0.09 0.03
0.12 -0.13 0.16
0.12 0.02 -0.04
-0.16 -0.14 0.13
0.00 0.12 -0.08
-0.23 0.07 -0.11
-0.14 0.00 0.05
-0.14 0.01 -0.04
-0.04 -0.13 -0.11
0.07 -0.25 -0.13
0.08 -0.08 0.03
-0.02 -0.02 0.11
-0.02 0.08 0.03
0.20 0.03 -0.06
0.02 -0.09 -0.08
0.08 0.05 -0.10
-0.02 -0.06 -0.08
-0.07 0.13 0.01
0.02 0.08 -0.08
0.15 -0.10 -0.20
-0.10 -0.09 -0.14
0.07 0.03 0.06
0.09 0.12 -0.10
0.04 -0.02 -0.08
-0.03 -0.14 -0.03
-0.08 0.05 -0.04
-0.09 0.00 0.09
-0.03 -0.08 -0.03
0.09 -0.06 0.00
0.04 0.03 0.09
-0.01 -0.11 -0.05
-0.13 0.03 -0.10

Formally, the Mulliken partial charges of the atoms, in units of the elementary charge, are as follows:
1 S 1.280
2 O -0.404
3 O -0.767
4 O -0.682
5 O -0.694
6 O -0.732
7 N 0.283
8 N 0.297
9 N 0.427
10 C -0.958
11 C -0.864
12 C -0.535
13 C -0.909
14 C -0.937
15 C 1.909
16 C -2.115
17 C 0.132
18 C -1.963
19 C 1.283
20 C -0.586
21 C -0.571
22 C 0.410
23 C -1.157
24 C 1.366
25 C 0.417
26 C -1.569
27 C -0.144
28 C 0.253
29 C -0.887
30 C -0.683
31 C -2.026
32 C -0.912
33 C 0.921
34 C 0.075
35 C -0.746
36 H -0.286
37 H -1.107
38 H 0.357
39 H 0.386
40 H 0.743
41 H 0.484
42 H 0.314
43 H 0.470
44 H 0.316
45 H 0.356
46 H 0.530
47 H 0.174
48 H 0.375
49 H 0.578
50 H 0.645
51 H 0.470
52 H 0.085
53 H 0.529
54 H 0.255
55 H 0.445
56 H 0.340
57 H 0.488
58 H 0.467
59 H 0.477
60 H 0.350
61 H 0.470
62 H 0.412
63 H 0.465
64 H 0.235
65 H 0.400
66 H 0.739
67 H 0.521
68 H 0.304



(2)
This record from OMol25 describes a structure of composition C4H14N2O in a non-equilibrium geometry. The level of theory is wB97M-V/def2-TZVPD.

Summary:
Max |F| in eV Å⁻¹: 3.09
Relative energy (zero: lowest compared OMol25 entry of this formula, charge and spin) in kJ/mol: 125.94
HOMO level (alpha / beta) in eV: -14.85 / -14.70
Orbital gap (alpha / beta) in eV: 12.0465 / 6.4929
Total charge: +1
Multiplicity: 2

Atoms and positions in Å:
O1 0.240 0.860 -1.335
N1 -0.123 -0.868 0.466
N2 -1.493 1.641 0.215
C1 -0.822 1.737 -1.164
C2 2.219 -0.229 0.724
C3 1.210 -1.352 0.888
C4 -1.110 -1.897 0.076
H1 -0.664 -2.489 -0.701
H2 3.168 -0.410 1.268
H3 -0.805 2.077 0.866
H4 0.080 0.013 -0.547
H5 1.751 0.674 1.165
H6 -1.431 -2.592 0.893
H7 -0.544 -0.214 1.165
H8 1.576 -2.192 0.355
H9 -2.009 -1.415 -0.334
H10 2.498 -0.064 -0.293
H11 1.146 -1.645 1.975
H12 -2.334 2.199 0.202
H13 -1.547 1.452 -1.934
H14 -0.474 2.763 -1.312

Cartesian forces, eV/Å:
-1.01 1.68 -0.37
-0.52 0.77 -0.75
2.56 0.44 -1.69
-0.71 -1.32 2.29
0.10 0.41 1.45
0.25 0.73 2.17
-0.59 -0.25 0.47
0.16 -0.32 -0.37
-0.68 -0.06 -0.14
-1.02 -0.29 -0.35
0.04 -1.53 1.80
0.55 -0.08 -0.30
0.48 0.77 -0.40
0.56 -0.94 -0.60
-0.38 -0.99 -0.79
0.30 -0.05 0.23
-0.03 0.23 -0.76
0.04 0.15 -1.05
-0.20 0.14 0.08
-0.19 0.34 -0.34
0.29 0.19 -0.59

Formally, the Mulliken partial charges of the atoms, in units of the elementary charge, are as follows:
1 O -0.272
2 N -0.250
3 N -0.552
4 C -0.304
5 C -1.146
6 C -0.309
7 C -0.887
8 H 0.384
9 H 0.368
10 H 0.262
11 H 0.337
12 H 0.262
13 H 0.332
14 H 0.428
15 H 0.311
16 H 0.292
17 H 0.338
18 H 0.349
19 H 0.277
20 H 0.369
21 H 0.412



(3)
This record from OMol25 describes a cluster of 2 separate species, C3H11NOS2 in total in a non-equilibrium geometry. The level of theory is wB97M-V/def2-TZVPD.

Summary:
Max |F| in eV Å⁻¹: 2.00
Relative energy (zero: lowest compared OMol25 entry of this formula, charge and spin) in kJ/mol: 116.85
HOMO level in eV: -8.44
Orbital gap in eV: 8.7268
SMILES: CNCCSS.O
Total charge: 0

Atoms and positions in Å:
S1 -1.367 -0.279 -1.562
S2 -0.870 1.677 -2.077
O1 -2.952 -4.253 1.478
N1 0.734 1.104 0.660
C1 1.552 1.213 -0.516
C2 0.530 -0.174 1.265
C3 0.934 1.783 -1.814
H1 2.095 0.298 -0.753
H2 -3.005 -3.642 2.228
H3 1.179 2.843 -1.827
H4 -0.466 -0.215 1.734
H5 0.935 1.791 1.348
H6 -2.306 -3.786 0.934
H7 1.268 -0.508 2.002
H8 0.315 -1.032 0.630
H9 -2.393 0.029 -0.753
H10 2.428 1.815 -0.280
H11 1.390 1.337 -2.696

Cartesian forces, eV/Å:
-0.02 0.12 -0.42
0.10 0.07 0.17
0.32 0.73 0.26
-0.38 -0.43 -0.86
1.07 -0.21 -0.01
-1.37 -1.17 0.85
-0.18 -0.24 0.36
-0.64 -0.64 0.03
-0.26 -0.40 0.00
-0.44 0.22 -0.26
0.26 0.57 0.62
0.13 0.47 0.29
-0.05 -0.32 -0.27
0.18 0.19 -0.01
0.85 0.37 -0.96
0.21 0.09 0.15
-0.02 0.64 -0.07
0.23 -0.04 0.12

Formally, the Mulliken partial charges of the atoms, in units of the elementary charge, are as follows:
1 S -0.250
2 S -0.080
3 O -0.629
4 N -0.177
5 C -0.649
6 C -1.040
7 C -0.639
8 H 0.324
9 H 0.318
10 H 0.333
11 H 0.359
12 H 0.223
13 H 0.313
14 H 0.345
15 H 0.334
16 H 0.174
17 H 0.404
18 H 0.338



(4)
This record from OMol25 describes a cluster of 10 separate species, C36H77F4N2O12 in total in a non-equilibrium geometry. The level of theory is wB97M-V/def2-TZVPD.

Summary:
Max |F| in eV Å⁻¹: 2.90
Relative energy (zero: lowest compared OMol25 entry of this formula, charge and spin) in kJ/mol: 0.00
HOMO level in eV: -10.93
Orbital gap in eV: 8.2825
Total charge: +1

Atoms and positions in Å:
F1 0.799 -3.521 -2.579
F2 2.092 -4.656 -3.904
F3 0.900 -3.033 -4.709
F4 5.739 -1.274 -1.912
O1 1.470 4.957 -2.615
O2 3.983 2.640 -1.224
O3 6.977 -2.789 0.813
O4 -2.622 4.234 2.524
O5 -0.571 10.124 4.820
O6 -3.065 -6.854 1.524
O7 -5.306 5.548 1.797
O8 -7.177 -3.462 -0.614
O9 -1.536 -9.752 2.672
O10 1.958 3.442 0.267
O11 0.141 7.497 1.748
O12 2.696 -1.066 0.309
N1 2.727 -1.045 -3.522
N2 4.562 -1.440 -2.498
C1 -1.351 1.785 0.549
C2 -7.943 -4.278 -1.496
C3 0.264 5.677 -2.387
C4 -0.142 -9.595 2.922
C5 3.807 -0.469 -3.051
C6 5.505 -4.589 0.249
C7 -3.166 -2.634 -0.557
C8 3.011 2.799 0.986
C9 4.206 0.991 -3.035
C10 -2.190 -1.452 -0.339
C11 6.917 -3.967 0.022
C12 2.719 -2.439 -3.292
C13 3.905 -2.647 -2.633
C14 -0.217 2.638 0.810
C15 -3.332 -7.728 0.436
C16 -4.566 -2.502 0.114
C17 0.912 2.569 -0.013
C18 1.083 8.374 2.364
C19 -2.478 5.513 3.140
C20 -3.817 0.623 -0.215
C21 -3.389 -3.069 -2.033
C22 -2.574 -0.049 -0.878
C23 0.919 1.639 -1.063
C24 -0.180 0.820 -1.307
C25 -2.745 0.070 -2.434
C26 4.492 1.369 -1.528
C27 4.318 2.970 0.144
C28 -6.516 6.208 1.433
C29 -1.356 0.880 -0.524
C30 4.369 -3.841 -0.494
C31 -2.491 -3.880 0.145
C32 1.631 -3.424 -3.654
C33 -1.009 11.375 4.300
C34 4.469 -3.947 -2.064
C35 2.210 -1.010 1.653
C36 7.743 -1.742 0.231
H1 0.407 6.409 -1.588
H2 5.290 -4.517 1.334
H3 1.931 -1.205 -0.261
H4 -0.482 12.169 4.824
H5 -2.528 5.409 4.227
H6 1.977 -0.548 -3.996
H7 -1.958 -1.398 0.746
H8 -6.301 7.041 0.760
H9 -6.985 6.590 2.337
H10 -2.440 -7.832 -0.187
H11 -2.201 1.893 1.226
H12 -3.803 0.377 0.865
H13 -1.694 -10.688 2.516
H14 -7.196 5.506 0.944
H15 0.436 -9.929 2.056
H16 3.169 3.396 1.909
H17 -0.784 11.439 3.231
H18 0.605 9.336 2.529
H19 3.823 -4.751 -2.450
H20 -4.096 -2.347 -2.491
H21 -4.725 0.191 -0.668
H22 -1.447 -4.035 -0.185
H23 -8.633 -3.661 -2.077
H24 -2.432 1.091 -2.722
H25 -2.606 -3.838 1.243
H26 -3.798 1.721 -0.331
H27 8.624 -1.463 0.845
H28 1.717 -1.948 1.913
H29 7.097 -0.839 0.214
H30 5.587 1.275 -1.363
H31 -8.505 -5.023 -0.928
H32 -5.294 -2.115 -0.622
H33 -0.005 6.198 -3.304
H34 -3.793 -0.134 -2.694
H35 -4.139 -7.306 -0.161
H36 -0.079 0.130 -2.157
H37 1.506 -0.181 1.761
H38 0.150 -10.170 3.803
H39 -1.226 -1.733 -0.824
H40 -7.795 -3.022 -0.022
H41 4.642 4.025 0.156
H42 -0.226 3.362 1.631
H43 -3.638 -8.706 0.814
H44 3.413 -4.342 -0.236
H45 5.500 -5.674 0.025
H46 -1.047 9.436 4.346
H47 5.088 2.283 0.534
H48 5.507 -4.088 -2.407
H49 -2.351 -7.250 2.035
H50 -7.260 -4.786 -2.174
H51 -4.532 -1.765 0.937
H52 -1.511 5.928 2.863
H53 4.245 -2.782 -0.160
H54 -2.045 -0.628 -2.930
H55 0.059 -8.541 3.100
H56 1.949 8.511 1.711
H57 -3.067 -4.768 -0.178
H58 7.638 -4.728 0.389
H59 2.803 1.747 1.232
H60 1.403 7.962 3.323
H61 -4.982 -3.464 0.456
H62 -4.905 5.217 0.987
H63 -3.267 6.179 2.793
H64 -3.850 -4.072 -2.102
H65 0.584 6.654 1.611
H66 -2.084 11.493 4.457
H67 8.122 -1.962 -0.782
H68 4.000 0.623 -0.862
H69 -3.484 3.891 2.783
H70 -2.473 -3.039 -2.656
H71 7.085 -3.799 -1.058
H72 3.359 1.582 -3.422
H73 1.690 4.504 -1.795
H74 3.056 -0.853 2.319
H75 5.141 1.179 -3.585
H76 -0.541 4.988 -2.116
H77 1.822 1.604 -1.689

Cartesian forces, eV/Å:
0.24 0.02 -0.65
0.09 0.66 0.05
0.46 0.19 0.44
-0.02 0.06 -0.06
-0.01 -0.03 -0.16
1.19 -0.24 0.08
0.46 0.06 -1.09
0.08 -0.20 -0.12
0.05 0.05 0.02
0.01 0.14 -0.03
-0.10 -0.06 0.01
-0.28 -0.17 -0.19
0.07 0.20 -0.03
-0.25 -0.92 -0.09
-0.06 0.04 0.00
0.13 0.01 -0.23
-1.38 -0.71 -0.53
-2.56 -0.55 -1.24
1.27 0.81 0.18
-0.14 0.20 0.26
0.18 -0.20 0.19
-0.17 -0.31 -0.07
1.84 1.55 0.36
0.09 0.53 0.16
0.28 -2.00 0.62
1.40 1.24 0.02
-0.36 -0.15 0.99
-0.44 -0.16 -0.51
-1.04 -1.32 0.79
2.07 1.19 0.35
0.54 -2.55 0.28
-0.72 -0.92 -0.73
0.21 -0.06 0.29
0.16 0.96 -0.43
-1.40 -0.17 0.57
0.09 -0.35 -0.13
-0.14 -0.05 0.10
0.22 -1.01 0.12
-0.22 1.10 -0.24
0.75 1.96 0.20
0.56 0.33 0.05
0.29 0.13 0.15
0.51 -0.27 0.77
-0.29 -0.76 -0.07
-1.34 -0.15 0.00
0.17 -0.14 -0.18
0.33 -0.22 0.04
-0.31 -0.66 -0.06
-0.72 0.09 -0.49
-0.76 -0.10 0.65
-0.10 -0.31 -0.06
-0.49 1.10 0.36
-0.20 0.00 -0.11
0.14 0.93 0.46
-0.17 0.06 -0.03
0.19 -0.02 -0.50
-0.06 0.11 0.10
0.03 -0.08 0.03
0.04 0.15 0.02
0.25 0.05 0.11
-0.27 0.16 -0.47
-0.15 0.05 0.02
0.08 -0.04 0.02
-0.10 -0.13 -0.14
0.31 -0.06 -0.34
-0.26 0.28 -0.46
-0.12 0.07 0.00
-0.12 0.12 0.01
0.15 0.06 0.07
-0.16 -0.62 -0.20
-0.06 0.18 -0.01
-0.03 -0.05 -0.01
0.61 0.20 0.22
0.33 -0.50 0.01
0.23 0.34 0.36
-0.31 0.17 0.34
-0.04 -0.15 -0.10
-0.53 -0.44 -0.05
0.42 0.08 -0.44
-0.09 -0.57 -0.13
-0.42 -0.44 -0.15
-0.01 0.05 0.13
0.37 -0.39 -0.19
-0.48 0.32 -0.02
-0.04 -0.08 -0.16
0.32 -0.10 0.41
0.07 -0.04 -0.01
0.53 0.04 -0.25
0.01 0.08 0.08
-0.36 0.21 0.37
-0.04 -0.04 0.10
0.16 0.09 0.00
-0.45 0.12 0.15
0.08 -0.01 0.02
-0.05 -0.56 0.02
-0.20 -0.36 -0.29
-0.01 -0.07 -0.20
0.41 0.39 0.02
0.05 0.57 -0.19
0.04 -0.02 0.09
-0.06 0.50 -0.12
-0.45 0.05 0.05
-0.14 -0.09 0.05
0.05 0.05 0.06
-0.03 -0.57 -0.09
-0.01 -0.08 -0.05
0.41 -0.82 -0.21
-0.57 0.19 -0.03
-0.08 -0.01 0.00
0.06 0.12 0.11
0.37 0.30 0.30
-0.01 0.55 -0.31
-0.09 0.40 -0.25
0.09 0.20 0.05
0.42 0.41 -0.09
0.09 0.01 0.09
0.07 0.11 0.11
0.26 0.47 0.15
-0.08 0.02 -0.06
0.01 0.17 -0.06
-0.32 -0.06 0.34
0.23 0.20 -0.30
-0.01 0.10 -0.04
-0.26 -0.20 0.41
0.14 0.21 0.46
0.52 -0.06 0.05
0.15 -0.04 0.07
0.05 -0.02 -0.10
-0.63 -0.21 -0.24
-0.12 0.13 0.02
-0.53 -0.04 0.21

Mulliken atomic charge list, values in e, 99 entries:
1 F -0.229
2 F -0.248
3 F -0.272
4 F -0.121
5 O -0.560
6 O -0.428
7 O -0.357
8 O -0.418
9 O -0.475
10 O -0.469
11 O -0.413
12 O -0.420
13 O -0.470
14 O -0.412
15 O -0.446
16 O 0.079
17 N 0.070
18 N 0.487
19 C -0.535
20 C -0.604
21 C -0.439
22 C -0.539
23 C 0.136
24 C -1.245
25 C 2.815
26 C -0.229
27 C -0.904
28 C -1.632
29 C -0.321
30 C -0.118
31 C 0.244
32 C -1.135
33 C -0.601
34 C -1.590
35 C 0.214
36 C -0.451
37 C -0.339
38 C -2.195
39 C -1.624
40 C 2.967
41 C 0.702
42 C -0.407
43 C -1.855
44 C -0.663
45 C -0.586
46 C -0.613
47 C -0.018
48 C 0.008
49 C -1.643
50 C 0.732
51 C -0.518
52 C -0.931
53 C -0.831
54 C -0.474
55 H 0.198
56 H 0.415
57 H -0.029
58 H 0.217
59 H 0.313
60 H 0.356
61 H 0.502
62 H 0.271
63 H 0.218
64 H 0.248
65 H 0.436
66 H 0.387
67 H 0.282
68 H 0.247
69 H 0.269
70 H 0.401
71 H 0.246
72 H 0.060
73 H 0.465
74 H 0.346
75 H 0.416
76 H 0.187
77 H 0.270
78 H 0.384
79 H 0.441
80 H 0.506
81 H 0.297
82 H 0.293
83 H -0.010
84 H 0.675
85 H 0.258
86 H 0.311
87 H 0.283
88 H 0.434
89 H 0.272
90 H 0.108
91 H 0.129
92 H 0.270
93 H -0.022
94 H 0.251
95 H 0.395
96 H 0.377
97 H 0.283
98 H 0.350
99 H 0.433



no.,E_tot (Ha)
1,-1949.2459
2,-345.1961
3,-1047.2229
4,-2829.2337